Record 1
ORCA calculation (ωB97M-V/def2-TZVPD) on a 2-piece molecular cluster, C5H9N4O5S2 overall.

Geometry as ORCA input:
```
! wB97M-V def2-TZVPD RIJCOSX def2/J DEFGRID3
* xyz -1 1
C 3.5785 -2.1869 0.5805
N 3.5804 -0.7209 0.2094
C 3.0002 -0.4722 -1.1769
S 1.2228 0.1548 -0.8583
O 1.4154 1.6671 -0.4548
O 0.4857 0.0126 -2.2114
N 0.6030 -0.8403 0.4351
S -0.9339 -0.2780 1.0390
O -0.7892 -0.1579 2.5994
O -1.4242 1.0663 0.4521
N -2.1772 -1.5137 0.7869
C -1.7879 -2.0890 -0.4283
O -1.8016 -2.4664 -1.7264
H 4.6717 -2.4630 0.9634
H 3.2463 -2.9108 -0.2839
H 2.8628 -2.3743 1.5171
H 4.5227 -0.2793 0.2798
H 3.6336 0.3698 -1.7297
H 2.9546 -1.4306 -1.8574
C -3.9847 2.7011 0.4685
C -5.3961 3.0382 0.0164
N -6.5671 3.3177 -0.3587
H -3.2647 3.3416 -0.0483
H -3.8912 2.8581 1.5466
H -3.7597 1.6558 0.2400
*
```

Properties
* electronic energy: -1587.329136 a.u.
* strongest force on any atom: 11.5 eV/A
* HOMO-LUMO gap: 0.3036 Eh
* M: 269.3 g mol⁻¹



Record 2
ORCA calculation (ωB97M-V/def2-TZVPD) on C20H27N3O3 as an isolated structure.

Geometry as ORCA input:
```
! wB97M-V def2-TZVPD RIJCOSX def2/J DEFGRID3
* xyz 0 1
C 2.4592 -8.0951 -3.6940
H 3.0398 -7.5390 -4.5115
O 1.3866 -7.0759 -3.2119
C 2.0010 -6.0097 -2.6673
C 1.1187 -5.0685 -2.3579
C 1.5405 -4.0509 -1.5250
C 2.9872 -3.7990 -1.2711
C 3.6612 -4.6239 -1.9308
C 3.3022 -5.8252 -2.5658
H 4.1399 -6.3996 -2.8455
H 4.6309 -4.5406 -1.6284
H 2.9653 -2.9396 -0.9314
C 0.5285 -2.9900 -1.1804
N -0.9283 -3.2824 -1.0947
O -1.4634 -2.1563 -0.6841
C -0.3122 -1.5040 -0.0197
N 0.8941 -1.8653 -0.3489
C -0.6098 -0.1950 0.6645
H 0.1070 0.3567 0.8991
C -1.5000 -0.5125 2.0006
C -1.8894 0.8533 2.4681
H -2.4813 0.5257 3.5653
H -1.0219 1.3020 2.9883
C -2.5507 1.6918 1.7379
N -2.0588 1.9915 0.2451
C -1.3667 3.2470 -0.0817
O -0.4440 3.2446 -1.1512
C -1.8795 4.4694 0.5743
H -2.4975 4.3155 1.2238
H -1.9128 5.1964 -0.2288
C -0.6877 5.1194 1.3379
C 0.5064 5.6146 0.2554
H 0.8188 4.7980 -0.2084
H 1.4942 6.0133 0.8733
H 0.2326 6.4050 -0.2837
C -0.1541 4.0965 2.4582
H 0.3465 3.3403 1.6831
H 0.9083 4.5552 3.1596
H -0.7742 3.7654 3.0621
C -1.1670 6.1769 2.1878
H -1.7695 6.1111 2.9637
H -0.2539 6.6625 2.8230
H -1.5115 6.9785 1.3897
C -1.3517 0.7858 -0.3282
H -0.9731 0.9297 -1.2547
H -2.4241 0.4560 -0.5700
H -2.7339 2.8526 2.1110
H -3.4451 1.5025 1.3228
H -1.0802 -1.0710 2.5211
H -2.4321 -1.1289 1.6383
H -0.0750 -5.3971 -2.3258
H 2.9958 -8.5382 -3.0177
H 1.6844 -8.7494 -4.2355
*
```

Properties
* electronic energy: -1167.621724 a.u.
* strongest force on any atom: 17.1 eV/A
* HOMO-LUMO gap: 0.3101 Eh
* M: 357.5 g mol⁻¹



Record 3
ORCA calculation (ωB97M-V/def2-TZVPD) on C31H30N5O7SSb2Se2Sn as an isolated structure.

Geometry as ORCA input:
```
! wB97M-V def2-TZVPD RIJCOSX def2/J DEFGRID3
* xyz 1 1
Sn 0.5633 0.8877 0.1580
Se 6.2585 -1.6169 5.0962
N 4.5171 -1.3019 5.2779
C 4.0938 -0.8311 4.1369
C 2.7051 -0.4536 3.8887
C 1.6960 -0.5837 4.8409
C 0.4083 -0.2139 4.5119
C 0.1556 0.2718 3.2369
N 1.1148 0.3931 2.3251
C 2.3703 0.0398 2.6343
C 3.3774 0.1773 1.5768
N 2.9423 0.6369 0.3990
C 3.7936 0.7546 -0.6094
C 5.1386 0.4281 -0.4869
C 5.5971 -0.0472 0.7246
C 4.7038 -0.1811 1.7861
C 5.0826 -0.6964 3.0984
N 6.2973 -1.0597 3.4074
H 1.9410 -0.9749 5.8194
H -0.4009 -0.3008 5.2220
H -0.8378 0.5728 2.9312
H 3.3867 1.1194 -1.5464
H 5.8013 0.5426 -1.3322
H 6.6330 -0.3243 0.8684
C 0.7591 -1.9640 -4.2712
Sb -0.3891 -1.6551 -2.5430
C -1.6949 -3.2787 -2.3081
C -1.3375 0.2605 -2.9202
C -2.6805 -0.1638 -3.4497
C -2.7148 -0.8652 -4.6569
C -3.8884 -1.4143 -5.1448
C -5.0581 -1.2543 -4.4192
C -5.0525 -0.5004 -3.2570
C -3.8884 0.0808 -2.7540
C -4.0009 1.0096 -1.5767
Sb -3.0752 0.3412 0.2573
C -4.3678 1.3998 1.5961
C -4.0594 -1.5535 0.3663
H 0.1270 -2.0093 -5.1536
H 1.2852 -2.9069 -4.1379
H 1.4777 -1.1534 -4.3743
H -2.4034 -3.2920 -3.1345
H -2.1969 -3.2112 -1.3475
H -1.0430 -4.1509 -2.3057
H -0.6805 0.6952 -3.6761
H -1.3302 0.8914 -2.0441
H -1.8031 -0.9724 -5.2343
H -3.8893 -1.9504 -6.0840
H -5.9842 -1.6853 -4.7751
H -5.9843 -0.3300 -2.7314
H -5.0502 1.2132 -1.3655
H -3.5291 1.9684 -1.8109
H -5.3609 1.5194 1.1651
H -3.9447 2.3789 1.8108
H -4.4499 0.8390 2.5266
H -5.1164 -1.4372 0.6015
H -3.5712 -2.1590 1.1278
H -3.9715 -2.0607 -0.5941
O -0.4579 2.6406 1.4080
C -0.0567 3.5457 0.6178
N 1.0378 3.2636 -0.1089
S 1.2380 3.9596 -1.5987
O 0.2345 3.3435 -2.4648
O 0.7407 5.5045 -1.2783
C -0.3147 5.7526 -0.4472
C -0.9253 6.9942 -0.5571
C -1.9773 7.3009 0.2828
C -2.4321 6.3846 1.2317
C -1.8192 5.1557 1.3349
C -0.7491 4.8271 0.4972
H -0.5645 7.6933 -1.2985
H -2.4536 8.2689 0.2001
H -3.2556 6.6423 1.8826
H -2.1360 4.4278 2.0692
O 1.1023 -2.0966 -1.3826
Se 0.7206 -2.6154 0.2971
O 2.0900 -2.2970 1.0707
O -0.4883 -1.5412 0.5855
O 0.2125 -4.1249 0.1572
*
```

Properties
* electronic energy: -7895.341642 a.u.
* strongest force on any atom: 0.5 eV/A
* HOMO-LUMO gap: 0.2713 Eh
* M: 1136.8 g mol⁻¹



no.,LUMO energy (eV)
1,2.27
2,0.00
3,-3.11